The following is a DFT calculation (the ωB97M-V functional and the def2-TZVPD basis) of 2 unconnected molecules or ions with the total composition C3H8NO in a non-equilibrium geometry.

Computed properties:
- charge = +1
- energy above the lowest of the compared OMol25 structures with the same formula, charge and spin (kJ/mol) = 279.9
- LUMO (Ha) = -0.2284

Geometry as XYZ:
```
13
C3H8NO (the ωB97M-V functional and the def2-TZVPD basis)
C 1.65080 -0.48538 1.14240
N 0.68942 -1.36743 1.32340
H 1.69325 0.41497 1.75138
H 2.47276 -0.82516 0.51964
H 0.84248 -2.35260 1.52914
H -0.27795 -1.15624 1.09346
C -1.85051 1.06877 -1.02533
C -0.80928 0.28238 -1.14787
O 0.49217 0.59685 -0.66257
H -2.66939 0.94153 -1.71350
H -2.00071 1.89073 -0.33645
H -0.69239 -0.57269 -1.80771
H 0.45934 1.56427 -0.66598
```

The following is a DFT calculation (the ωB97M-V functional and the def2-TZVPD basis) of a gas-phase ion, C8H11N4O (charge +1) in a non-equilibrium geometry.

Computed properties:
- charge = +1
- energy above the lowest of the compared OMol25 structures with the same formula, charge and spin (kJ/mol) = 18.3
- LUMO (Ha) = -0.1433

Geometry as XYZ:
```
24
C8H11N4O (the ωB97M-V functional and the def2-TZVPD basis)
N -2.70839 -1.38833 -0.20033
C -1.40426 -1.36705 0.00114
N -0.93885 -2.07425 1.07655
C -0.63688 -0.29065 -0.70496
C -1.21722 1.10817 -0.32153
O -2.41507 1.23839 -0.25593
C -0.27640 2.26744 -0.24227
C 0.91551 1.84664 0.66739
C 1.66905 0.64976 0.19547
C 2.99162 0.13473 0.19557
N 3.06642 -1.05480 -0.42040
N 1.90335 -1.33693 -0.76474
C 0.98044 -0.39153 -0.39350
H -3.15554 -0.86642 -0.92503
H -3.35694 -1.74064 0.49725
H 0.04996 -2.37524 1.35299
H -1.67218 -2.61724 1.48720
H -0.76599 -0.39345 -1.77748
H 0.17540 2.48164 -1.20711
H -0.83017 3.15910 0.01834
H 0.48367 1.54012 1.73608
H 1.58832 2.75507 0.88223
H 3.82239 0.64652 0.67991
H 1.73178 -1.93108 -1.57682
```

The following is a DFT calculation (the ωB97M-V functional and the def2-TZVPD basis) of a molecular structure, C47H71KNO2P3.

Computed properties:
- charge = 0
- energy above the lowest of the compared OMol25 structures with the same formula, charge and spin (kJ/mol) = 0.0
- LUMO (Ha) = 0.0073

Geometry as XYZ:
```
125
C47H71KNO2P3 (the ωB97M-V functional and the def2-TZVPD basis)
K 0.72750 0.19896 0.92726
C -3.96338 0.44389 4.08624
C -3.02336 0.97125 2.99620
C -3.59529 2.23816 2.37645
C -2.73199 -0.13033 1.99961
C -1.90773 -1.17639 2.39642
C -1.64008 -2.25534 1.56905
C -0.87413 -3.44640 2.11306
C -1.84429 -4.40847 2.80840
C 0.25803 -3.07886 3.07589
C -2.17397 -2.27234 0.27110
C -3.06218 -1.26042 -0.13299
C -3.31128 -0.19624 0.73845
C -3.87735 -1.36539 -1.41715
C -4.09493 -0.04104 -2.15332
C -5.25839 -1.95613 -1.10092
C -1.91659 -3.44135 -0.63165
C -2.89107 -4.44460 -0.62227
C -2.82551 -5.54191 -1.46012
C -1.76189 -5.65417 -2.34197
C -0.76784 -4.69170 -2.32813
C -0.79748 -3.58693 -1.46744
P 0.61919 -2.38496 -1.42252
C 2.13361 -3.46942 -1.07133
C 2.33981 -4.80066 -1.79622
C 2.07318 -3.77871 0.42940
C 3.35867 -2.58049 -1.31652
C 0.72349 -1.74706 -3.20371
C -0.70773 -1.37906 -3.60670
C 1.31432 -2.65539 -4.28265
C 1.55240 -0.45133 -3.15868
H -4.13327 1.20555 4.84956
H -3.55348 -0.44259 4.57162
H -4.93029 0.17370 3.65401
H -2.06316 1.21762 3.46175
H -4.59252 2.06756 1.96185
H -2.95380 2.61891 1.58280
H -3.69253 3.01539 3.13598
H -1.45067 -1.13685 3.37729
H -0.45206 -3.97691 1.26017
H -2.34175 -3.90206 3.63883
H -1.30347 -5.26770 3.21114
H -2.61135 -4.77770 2.12634
H -0.13345 -2.89745 4.07965
H 0.78992 -2.16926 2.79569
H 0.96322 -3.90945 3.15504
H -3.99261 0.58656 0.42584
H -3.36314 -2.05228 -2.09073
H -4.80490 0.59661 -1.62208
H -4.51258 -0.23539 -3.14230
H -3.17917 0.53129 -2.28821
H -5.77175 -1.33265 -0.36573
H -5.18812 -2.96490 -0.69863
H -5.87306 -1.99279 -2.00292
H -3.72300 -4.34120 0.06290
H -3.60185 -6.29588 -1.42990
H -1.69557 -6.49149 -3.02498
H 0.06071 -4.80589 -3.00813
H 1.57429 -5.52725 -1.52897
H 3.30286 -5.21575 -1.48205
H 2.36611 -4.70125 -2.88042
H 1.27913 -4.49200 0.65212
H 1.90607 -2.88419 1.03281
H 3.01897 -4.22957 0.74485
H 3.56798 -2.45011 -2.37853
H 4.23875 -3.04313 -0.85970
H 3.22369 -1.59005 -0.87613
H -1.32956 -2.26433 -3.74414
H -0.68577 -0.82803 -4.55157
H -1.17799 -0.74555 -2.85304
H 0.72521 -3.55832 -4.43827
H 2.34386 -2.94039 -4.06924
H 1.32034 -2.10928 -5.23141
H 1.22293 0.21381 -2.35966
H 1.45031 0.07290 -4.11453
H 2.61394 -0.64952 -3.00783
C 5.40241 0.45012 -0.57569
P 3.75089 0.88865 0.10695
C 3.80855 -0.02632 1.70226
C 4.07694 2.62349 0.62853
C 4.98767 2.90509 1.64459
C 5.24580 4.20659 2.04040
C 4.59693 5.25219 1.40226
C 3.70667 4.98965 0.37328
C 3.43116 3.68223 -0.03091
P 2.20977 3.31599 -1.36202
C 1.73892 5.00422 -1.91583
C 3.34500 2.87491 -2.74512
H 6.20550 0.66148 0.13239
H 5.58267 1.01834 -1.48882
H 5.41969 -0.61220 -0.82407
H 4.73766 0.15277 2.24460
H 3.74681 -1.09547 1.48367
H 2.96729 0.24294 2.35046
H 5.49977 2.09480 2.14884
H 5.94594 4.40209 2.84225
H 4.78493 6.27547 1.70152
H 3.21726 5.82342 -0.11053
H 2.58707 5.61078 -2.23891
H 1.19413 5.52356 -1.12684
H 1.05489 4.89065 -2.75908
H 4.15705 3.59575 -2.85315
H 2.76960 2.84210 -3.67233
H 3.76129 1.88137 -2.57800
O 0.47533 0.53263 3.11883
H 0.15419 2.68166 2.81960
H 0.35383 0.64986 4.06367
O -0.59864 0.92808 -0.89919
H -1.41945 0.56480 -0.52868
H -0.85979 1.45256 -1.66196
C 0.43926 3.71024 2.54752
C -0.65806 4.44089 1.83718
C -1.40518 5.43272 2.46864
C -2.43672 6.08441 1.81318
C -2.73354 5.75750 0.49312
C -1.98945 4.77399 -0.15773
C -0.97133 4.12464 0.51337
C -3.80163 6.42473 -0.19855
N -4.65456 6.95429 -0.75886
H 0.73448 4.22963 3.45981
H 1.32201 3.62520 1.90844
H -1.17659 5.69561 3.49434
H -3.01270 6.84913 2.31712
H -2.22529 4.52244 -1.18440
H -0.39955 3.35440 0.00948
```